67
Properties=species:S:1:pos:R:3:forces:R:3 method="wB97M-V/def2-TZVPD" total_energy_ha=-4480.11436 total_charge=+1 orbital_gap_ev=6.762
C -3.25298 -4.92107 -0.31673 -0.311 0.095 -0.051
C -1.74236 -4.46196 0.15056 -0.639 0.873 0.964
C -1.75568 -2.80184 0.23436 1.045 3.146 -1.452
C -2.44374 -1.96115 1.49937 2.114 2.175 -3.198
C -3.13154 -2.84769 2.69436 -0.496 0.815 0.243
C -2.49363 -2.61653 4.18798 -4.260 3.282 5.492
O -3.26570 -2.02980 5.14411 5.158 -3.929 -6.441
O -1.13853 -3.01841 4.62716 -1.057 3.090 -2.365
C -0.22764 -1.94653 4.18098 3.900 -1.162 -5.381
C -0.23971 -0.48314 4.92296 -0.097 0.336 0.124
O 0.56920 -2.22637 3.11390 -5.253 1.984 7.416
C -2.37725 -0.32462 1.40657 0.412 -2.564 -0.439
C -3.07062 0.55983 2.64447 1.194 0.714 -0.658
O -4.54517 0.68313 2.39349 2.455 0.120 4.304
O -4.77653 0.42143 1.12122 -1.305 0.437 -4.715
C -1.69762 0.51485 0.13632 -0.038 -0.712 0.196
N -1.73552 2.01419 0.22803 2.712 -2.652 -5.652
C -1.13549 2.63834 -1.00003 -0.348 -3.093 0.662
C -0.52423 1.80032 -2.25232 -0.378 -1.553 1.555
C 0.05686 2.65219 -3.55879 -0.965 -1.888 -0.564
N -0.77112 3.87515 -3.89852 1.861 -0.198 1.154
C -0.05150 5.16831 -3.55019 -0.287 0.492 -0.223
N -0.43849 0.30238 -2.33065 -2.878 4.530 4.830
C -1.04580 -0.31406 -1.10206 -0.317 -0.854 0.302
C -1.07309 -1.98064 -1.04257 -1.859 0.146 3.993
P -0.30426 -2.92962 -2.56069 -2.080 1.281 -0.930
O -1.57517 -4.06978 -3.05075 0.610 2.318 0.972
Br 1.60720 -4.01345 -1.97879 -0.936 -0.274 0.458
H -3.93297 -4.86604 0.63538 1.130 -0.190 -1.900
H -3.71133 -4.16750 -1.11575 1.154 -1.715 1.719
H -3.30129 -6.02442 -0.75601 0.285 2.457 1.011
H -0.88223 -4.89021 -0.51738 -1.777 1.165 1.159
H -1.55262 -4.85712 1.25587 -0.307 0.834 -2.382
H -4.26919 -2.49451 2.75952 2.618 -0.683 0.211
H -3.16606 -4.00177 2.50504 0.478 2.323 0.047
H -1.32027 -0.15273 5.30770 2.361 -1.066 -1.013
H 0.45637 -0.43159 5.88000 -1.374 -0.589 -2.079
H 0.18367 0.31481 4.15512 -0.993 -1.919 1.523
H -2.67054 1.67708 2.67320 -0.485 -2.453 -0.411
H -2.83071 0.11091 3.70919 -1.019 0.567 -2.358
H -4.89804 1.29963 0.64654 0.284 -1.171 0.938
H -1.11177 3.82157 -1.06852 -0.138 -2.842 0.338
H -0.06345 1.90795 -4.48311 0.362 1.330 2.149
H 1.21362 2.86707 -3.48105 -2.448 -0.215 0.137
H -1.72570 3.82485 -3.47868 1.327 0.081 -0.439
H 1.12510 5.04659 -3.57436 -2.540 0.034 0.114
H -0.31095 5.95021 -4.39747 0.443 -1.355 2.062
H -0.39870 5.51292 -2.48294 0.904 -0.122 -2.026
H -2.32556 -3.43949 -3.32803 1.544 -1.311 0.554
C 5.17639 0.77676 0.54808 0.279 -0.115 0.164
C 5.05817 2.07891 -0.23139 -0.491 -0.421 0.874
C 3.62017 2.38816 -0.67857 0.253 0.271 -1.084
O 3.27502 1.55798 -1.79398 0.160 0.754 0.903
C 2.47142 0.43000 -1.45057 -0.046 -0.817 -0.420
N 5.89093 1.95589 -1.46900 0.067 0.191 -0.860
H 4.99813 -0.10073 -0.07963 -0.129 0.121 0.025
H 6.18044 0.67529 0.97180 -0.100 -0.008 0.013
H 4.46187 0.75625 1.37817 0.145 0.045 -0.221
H 5.46922 2.90530 0.35498 -0.095 -0.037 -0.112
H 3.58665 3.42105 -1.04506 -0.059 -0.046 0.018
H 2.90274 2.31680 0.14571 0.252 -0.187 -0.054
H 1.84395 0.60908 -0.57292 0.086 0.093 -0.099
H 3.11692 -0.43433 -1.27919 -0.119 -0.082 0.173
H 1.82382 0.20244 -2.30238 0.224 0.113 0.228
H 6.80396 1.51621 -1.31185 -0.206 0.137 0.102
H 6.03523 2.86718 -1.92111 0.072 -0.192 0.142
H 5.35769 1.38611 -2.15111 -0.061 0.062 0.258